# C13H23ClMnNP

C13H23ClMnNP as an isolated structure in a non-equilibrium geometry (wB97M-V/def2-TZVPD, the Open Molecules 2025 dataset).

Structure (XYZ):
```
40
Properties=species:S:1:pos:R:3:mulliken_spin:R:1
C 0.46 3.38 -1.66 0.02
C -0.84 2.98 -1.32 0.17
C -1.05 1.86 -0.49 0.16
C 0.03 1.13 -0.01 -0.10
C 1.32 1.58 -0.28 0.15
C 1.56 2.70 -1.12 0.29
C -2.46 1.46 -0.23 0.05
C -2.66 0.09 0.41 -0.01
N -1.84 -1.06 -0.16 -0.04
Mn -0.40 -0.59 1.26 2.27
C 2.50 0.87 0.34 0.00
P 1.89 -0.79 0.90 -0.12
H -1.73 3.50 -1.70 -0.01
H 2.59 3.01 -1.33 -0.01
H 0.61 4.23 -2.34 0.01
H 2.89 1.41 1.22 0.03
H 3.33 0.75 -0.38 0.00
H -2.86 2.18 0.49 0.03
H -3.08 1.56 -1.13 0.01
H -2.40 0.13 1.50 -0.01
C 3.22 -1.28 2.04 -0.01
C 2.24 -1.78 -0.61 0.00
H -3.69 -0.23 0.34 0.00
C -1.37 -0.91 -1.57 0.03
C -2.61 -2.33 -0.01 0.01
H 0.01 -1.79 2.60 0.01
H -2.03 -1.52 -2.21 0.00
H -1.44 0.12 -1.91 0.02
H -0.31 -1.23 -1.67 -0.01
H -2.94 -2.63 -1.02 0.00
H -2.02 -3.13 0.45 0.00
H -3.50 -2.16 0.61 0.00
H 3.32 -1.86 -0.76 0.00
H 1.81 -2.78 -0.49 0.00
H 1.79 -1.30 -1.49 0.00
H 4.20 -1.21 1.53 -0.01
H 3.21 -0.61 2.91 0.00
H 3.06 -2.31 2.37 0.00
H -0.44 -2.26 2.02 -0.01
Cl -0.37 0.87 2.91 0.07
```

Properties
total charge: +2
spin multiplicity: 4
HOMO level (spin up / spin down): -16.375 / -16.368 eV



# C13H23EuINP

C13H23EuINP as an isolated structure in a non-equilibrium geometry (wB97M-V/def2-TZVPD, the Open Molecules 2025 dataset).

Structure (XYZ):
```
40
Properties=species:S:1:pos:R:3:mulliken_spin:R:1
C 0.96 -2.31 -2.78 -0.02
C 1.95 -1.45 -2.30 0.03
C 1.80 -0.88 -1.02 -0.01
C 0.70 -1.27 -0.29 0.34
C -0.33 -2.05 -0.76 0.06
C -0.18 -2.61 -2.02 0.02
C 2.86 0.07 -0.45 0.03
C 2.47 1.56 -0.16 0.00
N 1.09 1.83 0.29 -0.04
Eu 0.55 0.06 1.73 6.22
C -1.63 -2.21 0.10 0.04
P -2.06 -0.56 0.77 -0.03
H 2.84 -1.19 -2.88 0.00
H -0.98 -3.27 -2.40 0.01
H 1.07 -2.74 -3.75 0.00
H -1.43 -2.87 0.96 0.00
H -2.45 -2.59 -0.51 0.00
H 3.29 -0.35 0.49 0.00
H 3.68 0.14 -1.16 0.00
H 3.14 1.94 0.62 0.00
C -3.31 -0.80 2.09 0.00
C -2.94 0.25 -0.62 0.00
H 2.55 2.15 -1.09 0.00
C 0.10 1.96 -0.79 0.00
C 1.01 2.96 1.25 0.02
H -0.19 -1.48 2.70 0.10
H 0.39 2.88 -1.34 0.00
H 0.15 1.10 -1.46 0.00
H -0.92 2.08 -0.39 0.00
H 1.16 3.89 0.65 0.00
H 0.04 3.00 1.75 -0.01
H 1.80 2.85 2.01 0.00
H -3.83 -0.35 -0.84 0.00
H -3.19 1.29 -0.31 0.00
H -2.25 0.31 -1.49 0.00
H -4.22 -1.21 1.63 0.00
H -2.87 -1.49 2.85 0.00
H -3.48 0.19 2.56 0.00
H -0.35 0.92 3.13 0.26
I 3.02 0.25 3.22 -0.02
```

Properties
total charge: 0
spin multiplicity: 8
energy relative to the best compared isomer or geometry (same formula, charge and spin): 0.0 kcal/mol
HOMO level (spin up / spin down): -8.125 / -7.547 eV



# C13H23I2OP2PdSe

C13H23I2OP2PdSe as an isolated structure in a non-equilibrium geometry (wB97M-V/def2-TZVPD, the Open Molecules 2025 dataset).

Structure (XYZ):
```
43
Properties=species:S:1:pos:R:3:mulliken_spin:R:1
I -1.62 0.60 -2.35 0.02
I -2.40 -1.19 1.45 1.27
Pd 2.84 -0.13 -0.09 0.67
P 2.31 2.05 -0.42 0.19
C 4.09 2.49 -0.25 0.00
C 1.82 3.00 -1.90 0.01
H 2.54 3.83 -2.05 0.01
H 2.23 4.04 0.94 0.02
H 0.83 3.43 -1.75 0.00
H 0.61 3.51 0.43 0.00
H 4.69 1.77 -0.84 0.00
H 1.81 2.35 -2.77 0.00
C 1.58 3.17 0.80 0.04
H 4.29 3.50 -0.59 0.02
H 1.41 2.64 1.73 -0.01
H 4.40 2.35 0.79 0.00
P -3.90 -0.17 -1.94 -0.01
C -3.42 -1.88 -1.75 0.03
C -3.97 0.99 -0.58 0.04
H -4.73 1.35 -3.68 0.00
H -5.96 0.18 -3.10 0.00
H -4.70 -0.39 -4.18 0.00
C -4.89 0.31 -3.36 0.00
H -3.31 1.85 -0.76 0.00
H -5.01 1.36 -0.44 0.00
H -4.34 -2.50 -1.62 0.00
H -2.78 -1.94 -0.86 0.00
H -3.58 0.56 0.34 0.02
H -2.81 -2.23 -2.59 0.00
C 1.54 -1.28 -0.86 0.13
O 0.95 -2.16 -1.31 -0.01
Se 0.05 -0.32 1.40 1.13
C 0.95 -1.56 2.49 0.09
C 2.31 -1.66 2.11 0.09
C 2.87 -2.94 2.21 -0.04
C 2.29 -3.87 3.09 0.19
C 1.10 -3.56 3.79 -0.01
C 0.39 -2.40 3.46 0.10
H 2.91 -0.78 1.67 0.02
H 3.69 -3.26 1.56 0.00
H 2.78 -4.83 3.29 0.00
H 0.70 -4.20 4.57 0.00
H -0.55 -2.08 3.91 0.00
```

Properties
total charge: +3
spin multiplicity: 5
HOMO level (spin up / spin down): -16.827 / -18.165 eV